(1)
{
  "formula": "C40H63N7O5P2S",
  "method": "wB97M-V/def2-TZVPD",
  "species": ["N", "H", "O", "H", "C", "H", "H", "H", "H", "H", "H", "H", "H", "H", "C", "C", "H", "O", "C", "C", "H", "H", "H", "H", "C", "H", "C", "H", "H", "C", "H", "H", "H", "C", "C", "H", "C", "H", "C", "C", "H", "H", "H", "H", "H", "O", "N", "C", "H", "H", "C", "C", "H", "C", "N", "C", "H", "C", "C", "H", "H", "C", "H", "P", "N", "H", "H", "H", "P", "H", "C", "O", "S", "O", "H", "H", "H", "H", "N", "C", "C", "N", "H", "C", "C", "H", "C", "C", "H", "C", "C", "H", "C", "C", "H", "H", "H", "H", "H", "H", "H", "H", "C", "H", "C", "C", "N", "C", "H", "H", "H", "C", "H", "H", "C", "C", "C", "H"],
  "xyz": [[1.46, -0.93, -0.24], [0.62, 6.15, -6.62], [-1.82, 4.87, -0.90], [-0.82, 0.97, -6.54], [0.36, -4.15, 10.28], [-3.05, -3.26, -3.37], [-1.40, -4.18, 11.53], [2.86, 1.98, -6.28], [2.01, -6.38, 9.55], [-4.30, -2.23, -4.33], [-0.33, 4.25, -9.61], [-2.51, -2.76, 7.17], [-3.40, 3.49, -2.85], [4.43, 3.05, -0.43], [1.10, 4.46, -7.97], [-1.16, 0.71, 4.73], [0.86, 6.64, -8.30], [0.03, -2.91, 7.53], [0.44, 5.85, -7.66], [0.75, 4.12, -9.45], [0.32, -6.72, 9.39], [0.39, -3.05, 10.35], [-2.00, 5.33, -3.69], [-4.55, -0.52, -2.76], [0.54, 1.68, -8.87], [-2.36, -3.39, -1.31], [-2.27, 1.47, -2.28], [-1.10, -5.70, 10.71], [2.64, 0.54, -7.28], [4.01, 2.41, 0.48], [-0.81, -1.69, 5.42], [-2.14, -3.09, 9.53], [-1.39, -6.39, 6.81], [2.48, 1.63, -7.24], [-2.12, -1.71, -4.76], [1.25, 4.82, -10.13], [2.62, 4.75, -7.84], [3.53, -0.55, 0.68], [-3.29, -2.17, -3.71], [2.59, -0.02, 0.17], [0.86, 0.67, -9.17], [1.24, -4.27, -4.27], [-2.20, -4.05, 5.99], [-3.01, -4.61, 9.66], [-3.62, 2.11, -4.12], [-5.19, 1.08, -0.48], [1.43, 1.05, 4.01], [-1.54, -4.57, 8.04], [-3.85, -1.78, -1.53], [3.11, 2.03, -8.03], [1.11, 2.69, -9.86], [1.13, -6.15, 8.94], [-0.64, 5.86, -7.83], [-1.06, -4.61, 10.58], [-0.09, -4.28, 7.79], [2.72, 1.69, 3.47], [-1.65, 4.27, -0.09], [2.29, -4.02, 8.66], [0.32, -3.57, -4.56], [0.56, -0.09, -6.73], [0.70, 2.49, -10.86], [-1.00, -0.90, -1.34], [2.90, 4.88, -6.79], [-0.71, 4.20, -2.10], [1.59, 2.37, -0.72], [-1.45, -6.73, 8.55], [-2.90, -6.27, 7.71], [-0.20, 2.83, 3.85], [-1.07, -2.80, -1.01], [2.07, -1.16, 4.63], [-0.88, 2.28, -1.82], [-4.84, 2.02, -2.26], [-0.74, -3.21, 0.90], [-0.68, 3.51, -6.77], [2.27, 3.93, 3.44], [1.37, 3.01, 2.02], [4.90, 1.68, 0.78], [-1.54, 3.80, -4.29], [-4.70, 2.13, -0.93], [0.04, 1.70, 4.14], [-2.30, -0.19, -2.04], [0.71, 3.39, -7.00], [2.70, -4.33, 7.69], [0.97, 1.97, -7.41], [-0.79, -2.68, -4.57], [4.65, 3.72, 2.28], [0.27, 0.93, -6.47], [0.41, 1.52, -1.10], [-2.30, 0.98, 4.91], [0.38, -0.09, -0.86], [3.66, 3.51, 1.66], [2.89, 5.67, -8.36], [-1.82, -6.07, 7.77], [-2.02, -4.18, 9.47], [2.19, 2.58, -9.95], [3.00, -4.36, 9.43], [3.25, 3.98, -8.27], [-1.88, -0.56, -4.78], [1.33, -6.55, 7.94], [2.31, -2.92, 8.70], [3.37, 4.57, 1.19], [3.32, 0.94, 2.79], [-3.58, -1.11, -2.49], [-0.55, 1.69, -8.95], [-3.54, 2.31, -2.95], [0.87, -4.62, 8.90], [-1.21, 4.64, -3.76], [2.39, 3.07, 2.62], [-0.09, -3.52, -1.80], [-2.55, -1.96, -5.85], [1.02, -4.52, 11.08], [1.20, -0.36, 4.55], [3.36, 2.02, 4.41], [0.55, 1.09, -5.42], [-0.36, -0.70, 5.00], [-2.49, -3.84, 7.02], [2.68, 1.59, -0.05], [-3.53, -4.19, 7.14]],
  "spin_multiplicity": 3,
  "homo_ev": -7.0
}


(2)
{
  "formula": "C40H65N2O7PSi2Ti",
  "method": "wB97M-V/def2-TZVPD",
  "species": ["O", "C", "C", "H", "C", "H", "C", "H", "H", "H", "H", "H", "H", "H", "C", "O", "H", "H", "H", "H", "H", "H", "C", "H", "C", "C", "C", "H", "O", "O", "H", "H", "H", "C", "C", "C", "C", "H", "H", "C", "H", "H", "H", "H", "C", "H", "H", "H", "C", "H", "H", "C", "C", "Ti", "N", "H", "C", "H", "H", "C", "C", "C", "C", "H", "H", "C", "C", "H", "C", "H", "O", "H", "C", "H", "C", "O", "H", "O", "H", "H", "Si", "C", "H", "H", "C", "H", "C", "H", "C", "H", "H", "Si", "H", "H", "C", "C", "C", "C", "H", "H", "H", "H", "P", "N", "H", "H", "H", "H", "H", "H", "H", "H", "C", "C", "C", "C", "H", "H"],
  "xyz": [[1.55, -2.38, -1.43], [-1.32, -3.73, -3.07], [-4.45, -2.96, 0.40], [4.11, -1.74, -1.03], [0.69, 1.76, -4.42], [-1.75, -4.06, -4.02], [3.15, 1.88, -4.07], [3.46, 2.00, 0.95], [-2.11, -4.31, 1.82], [3.47, 1.74, 4.81], [-3.16, -0.83, -2.78], [4.72, -3.40, -1.10], [3.53, 0.28, -1.70], [-6.42, -3.48, -0.26], [-3.49, -1.95, 0.47], [-0.18, -3.89, 0.02], [-3.82, 2.72, 5.41], [-0.26, -3.99, -3.10], [3.19, 1.47, -5.08], [0.31, 3.98, -2.54], [-3.57, -2.45, -2.22], [-0.01, 5.89, 4.18], [-5.00, -0.43, -0.60], [-2.08, 3.99, -1.25], [0.78, 4.46, 1.21], [0.60, 5.56, 3.35], [3.00, -2.75, -3.27], [-1.02, -1.76, -4.93], [0.49, 0.92, -1.82], [-1.05, -1.83, -1.57], [-1.14, -2.94, 2.37], [1.43, -2.99, 1.97], [2.21, -3.07, -3.95], [-5.68, -2.70, -0.19], [1.78, 1.31, 2.10], [2.14, 4.75, 1.20], [-0.02, -4.49, 1.35], [0.72, -6.31, 0.45], [0.00, 1.95, 3.76], [0.96, 2.05, 4.25], [-2.48, 0.67, 5.13], [-0.23, 1.84, -3.85], [-1.05, 4.65, 2.34], [3.35, 1.99, -1.25], [2.83, 1.03, -1.33], [0.01, -6.53, 2.06], [-4.60, 3.96, 3.42], [2.33, -5.01, -0.74], [3.83, -2.79, -0.90], [-0.98, -0.38, -3.83], [-2.54, -2.17, 0.92], [2.73, 5.45, 2.24], [3.40, 2.04, 3.77], [-0.06, 0.41, -0.03], [2.04, 1.75, 3.30], [-1.04, -6.26, 0.66], [-1.63, 4.32, -0.32], [0.74, 5.42, -1.59], [1.10, 3.07, 4.60], [0.82, 4.33, -1.64], [-2.79, 1.23, 4.26], [1.65, 1.16, -2.28], [-2.45, 0.80, 2.99], [-1.87, -0.12, 2.90], [2.75, 4.48, 0.34], [-1.15, -4.02, 2.24], [-3.98, 3.08, 3.30], [0.62, 0.92, -5.11], [-0.75, -1.44, -3.93], [3.26, -5.19, -2.23], [0.59, 1.10, 1.71], [1.52, -4.94, -2.30], [-3.76, -0.68, -0.02], [0.33, -1.58, -3.80], [-3.65, 2.63, 2.03], [0.19, -1.24, 0.50], [-3.38, -2.13, -3.95], [2.30, 0.63, -0.09], [1.39, -4.44, 2.96], [-5.24, 0.55, -1.00], [-2.59, 0.75, 0.14], [-1.53, -2.24, -2.90], [2.41, 6.43, 4.12], [4.14, 1.47, 3.21], [2.42, -4.66, -1.77], [1.03, 1.35, 5.09], [2.69, -3.17, -1.84], [3.58, 0.30, 1.48], [2.90, 1.07, 1.11], [0.87, 2.68, -4.97], [-1.80, -4.29, -2.27], [0.13, -2.49, -0.65], [-1.05, -4.48, 3.22], [-6.92, -1.23, -1.14], [-5.96, -1.44, -0.69], [-2.86, 1.49, 1.85], [-0.08, -5.99, 1.12], [-3.00, -1.89, -2.96], [3.28, 2.96, -4.11], [-2.99, 1.77, -0.86], [3.78, 5.70, 2.20], [-1.55, 5.41, -0.32], [0.02, 3.57, -0.18], [1.83, 1.56, -3.51], [3.94, 1.42, -3.49], [3.54, -2.95, 0.13], [1.88, 4.07, -1.72], [3.94, -3.20, -3.60], [3.60, 3.10, 3.68], [-2.27, 4.00, 0.50], [-4.04, 3.16, 1.17], [3.10, -1.66, -3.33], [-3.55, 2.38, 4.42], [1.32, -4.08, 1.94], [1.96, 5.86, 3.32], [0.01, 4.87, 2.30], [-4.23, -3.95, 0.78], [2.15, -4.50, 1.38]],
  "e_above_lowest_kj_mol": 94.2,
  "total_charge": 2,
  "homo_ev": -13.0
}